{
  "formula": "C4H10NO2",
  "method": "ωB97M-V with the def2-TZVPD basis set",
  "e_above_lowest_kj_mol": 174.5,
  "smiles": "[NH3+][C@@H](C=O)CCO",
  "homo_ev": -14.6,
  "e_lumo_ev": -3.57,
  "charge": 1,
  "symbols": ["O", "H", "H", "H", "N", "H", "C", "H", "C", "H", "H", "H", "C", "H", "C", "O", "H"],
  "xyz": [[2.68669, 0.45818, -0.26229], [0.45995, 1.71462, 0.27207], [-1.21117, -1.36041, 0.00577], [-0.14873, 0.92086, -1.22986], [-0.19773, -1.64622, 0.17480], [-1.75835, 1.40316, 1.29987], [-1.61497, 1.19101, 0.23547], [2.05635, -1.35411, -0.91012], [0.55560, -0.35212, 0.37170], [-1.95374, 2.01907, -0.34063], [0.72676, -0.22655, 1.44231], [-3.35104, 0.18569, 0.21904], [-0.14324, 0.92068, -0.15685], [-0.23233, -2.21434, 1.02785], [1.93348, -0.43714, -0.34348], [-2.44571, 0.06283, -0.11014], [0.11929, -2.24562, -0.58751]],
  "forces_ev_per_angstrom": [[1.1846, 0.7905, -0.1438], [0.1093, 0.2980, -0.4443], [0.6401, -0.2241, -0.0893], [0.4702, 0.1674, -0.6430], [-1.8810, 0.5035, 0.3861], [0.2937, 0.0726, -0.0684], [0.1392, -0.9138, 0.7322], [0.6046, -0.5870, -0.5971], [0.4967, 0.4661, -0.0449], [-0.1227, 0.9093, -0.3381], [-0.0141, -0.2317, -0.0259], [0.4187, 0.0333, -0.1574], [-1.2709, -0.7347, 0.7519], [0.2799, 0.0909, -0.1798], [-1.8969, -0.2827, 0.9495], [0.4132, -0.5162, 0.0618], [0.1353, 0.1587, -0.1493]]
}